1.
DFT (wB97M-V/def2-TZVPD) results for a structure of composition C33H28Cl4N5O6Ru in a non-equilibrium geometry.

```
77
Properties=species:S:1:pos:R:3:forces:R:3:lowdin_spin:R:1
Ru -0.252444 0.183353 -0.119725 -0.752 0.713 0.091 0.916
C -3.321339 3.304924 -0.598203 0.080 0.087 -0.036 0.000
C -4.422757 2.728363 0.013517 -0.078 -0.165 0.068 0.003
C -4.407262 1.364324 0.255276 -0.108 0.272 0.013 0.000
C -3.279493 0.634312 -0.091637 0.004 -0.870 0.152 0.008
N -2.191667 1.199037 -0.612395 0.216 0.285 -0.012 0.033
C -2.232689 2.506751 -0.895483 -0.016 -0.166 -0.092 0.006
C -3.216975 -0.865820 0.054472 -0.147 0.856 -0.080 0.001
C -4.361682 -1.611190 0.305128 -0.028 -0.315 0.014 0.002
C -4.264822 -2.991322 0.380134 -0.181 0.186 0.010 -0.003
C -3.032957 -3.582644 0.175567 0.182 -0.040 -0.043 0.001
C -1.949437 -2.760599 -0.085393 -0.093 0.035 -0.105 -0.002
N -2.024007 -1.431361 -0.130470 0.549 -0.055 0.239 0.016
H -3.297067 4.359950 -0.836843 -0.006 -0.010 -0.008 0.000
H -5.283702 3.323361 0.289825 0.008 0.000 -0.014 0.000
H -5.259560 0.888584 0.717173 0.007 -0.006 0.016 0.000
H -1.347687 2.904202 -1.372097 0.018 0.011 0.018 0.001
H -5.320588 -1.130073 0.424925 0.007 0.002 -0.007 0.001
H -5.145291 -3.589740 0.576089 0.012 -0.006 0.016 0.000
H -2.900128 -4.655262 0.215651 -0.009 0.004 -0.016 0.000
H -0.975427 -3.191639 -0.270559 -0.031 -0.018 0.035 0.000
Cl 1.152188 4.205482 6.133586 -0.024 -0.071 -0.083 0.000
C 0.689318 3.117604 4.843235 -0.029 -0.110 0.068 0.000
C 0.335672 1.789220 5.153272 0.104 0.148 0.268 -0.003
C -0.043744 0.930979 4.170362 -0.182 -0.015 -0.482 0.001
Cl -0.483606 -0.696159 4.582255 -0.012 0.034 0.010 0.000
C -0.125255 1.303247 2.761205 -0.096 0.055 0.492 -0.005
O -0.584321 0.491706 1.921835 0.117 -0.380 0.232 0.000
C 0.318174 2.644441 2.507973 0.128 0.309 -0.700 -0.002
C 0.498642 3.174939 1.162415 -0.109 -0.302 0.614 -0.006
O 0.521831 2.536388 0.123008 0.193 0.019 -0.396 0.017
C 0.668134 3.528091 3.545716 0.069 0.082 0.114 -0.002
H 0.360143 1.451653 6.181468 0.000 0.002 -0.021 0.000
H 0.691427 4.271690 1.136914 -0.044 -0.091 -0.059 0.001
H 0.937799 4.549798 3.297058 -0.003 -0.030 -0.015 0.000
O 1.030773 0.375622 -4.112680 0.011 -0.006 0.019 -0.002
C 1.041005 -0.075805 -2.969924 -0.217 0.134 -0.285 -0.001
O 0.034902 -0.109745 -2.182703 0.524 -0.423 -0.325 -0.004
C 2.398120 -0.627432 -2.503766 0.106 -0.003 0.170 0.000
C 3.529877 0.000103 -3.013078 0.090 0.082 0.067 0.000
C 4.838656 -0.343734 -2.652358 -0.182 0.056 -0.038 0.000
C 4.944456 -1.389666 -1.765347 0.189 0.030 -0.040 0.000
O 6.093774 -1.895764 -1.197986 -0.012 -0.066 0.140 0.000
C 5.675480 -2.997322 -0.384541 -0.114 0.084 -0.117 0.000
O 4.252225 -3.008711 -0.354323 0.168 0.001 0.101 0.000
C 3.851758 -2.053788 -1.273731 -0.104 -0.095 0.044 0.000
C 2.550628 -1.715915 -1.610199 -0.120 -0.016 -0.019 0.001
H 3.348465 0.789356 -3.730424 0.012 -0.005 -0.013 0.000
H 5.706260 0.147068 -3.070806 -0.004 0.005 0.001 0.000
H 6.055696 -2.861829 0.628617 0.024 -0.009 0.033 0.000
H 6.045149 -3.931033 -0.814265 -0.006 -0.021 -0.069 0.000
H 0.581520 -2.011931 -1.441885 -0.090 0.147 0.284 0.000
N 5.347155 2.537813 1.190117 -0.042 -0.045 0.017 0.001
C 4.688202 1.174939 0.998801 0.163 0.091 0.004 0.001
C 3.187690 1.334280 1.207704 0.012 -0.004 -0.106 0.002
N 2.449380 0.220931 0.696927 -0.115 -0.104 0.248 0.011
H 6.352701 2.522097 1.025589 0.013 -0.035 -0.009 0.000
H 5.177910 2.885650 2.135338 -0.008 -0.006 0.006 0.000
H 4.923790 3.204681 0.541826 -0.003 -0.003 -0.022 0.000
H 5.159245 0.495025 1.706939 -0.009 -0.009 -0.004 0.000
H 4.915529 0.857502 -0.019839 -0.013 0.016 -0.024 0.000
H 2.863492 2.232409 0.669328 -0.039 0.001 -0.018 0.000
H 2.958563 1.491562 2.265596 -0.013 -0.009 0.006 0.000
H 2.554236 -0.629066 1.237387 -0.071 0.000 -0.020 0.001
H 2.656919 0.043757 -0.277262 -0.079 -0.012 -0.068 0.001
Cl 0.713717 -2.441098 1.832839 0.239 -0.142 0.117 0.003
C 1.259359 -3.790556 0.897874 -0.106 -0.096 0.008 0.000
C 1.379716 -5.026057 1.511492 -0.008 -0.037 -0.077 0.000
C 1.747333 -6.127799 0.753367 -0.001 0.007 -0.014 0.000
C 1.964114 -6.001990 -0.609062 -0.015 0.025 0.066 0.000
C 1.833123 -4.756901 -1.204444 0.077 -0.109 -0.098 0.000
Cl 2.086641 -4.619379 -2.911353 0.034 0.038 -0.004 0.000
C 1.509868 -3.621123 -0.469756 0.059 0.236 0.322 0.000
N 1.456242 -2.320922 -1.019665 -0.079 -0.161 -0.557 0.004
H 1.183250 -5.114147 2.570835 -0.006 0.001 -0.009 0.000
H 1.851750 -7.095140 1.227044 -0.005 0.001 -0.008 0.000
H 2.232312 -6.856133 -1.214776 -0.010 0.009 -0.006 0.000
```
Forces are in eV/Å.

Properties
**Electronic energy**: -3935.10728 Eh
**Multiplicity**: 2
**⟨S²⟩**: 0.760
**Frontier orbital gap (alpha / beta)**: 3.312 / 3.430 eV
**LUMO level (alpha / beta)**: -0.0528 / -0.0529 hartree
**HOMO (alpha / beta)**: -0.17453 / -0.17892 Ha
**Energy relative to the best compared isomer or geometry (same formula, charge and spin)**: 64.4 kcal/mol

2.
DFT (wB97M-V/def2-TZVPD) results for a structure of composition C33H28F6I2N3O6PS4Zn.

```
84
Properties=species:S:1:pos:R:3:forces:R:3:mulliken_charge:R:1
Zn 0.010478 -1.355987 -0.435725 -0.261 0.253 -0.302 3.405
I 0.348635 -0.994635 2.594236 0.232 -0.105 0.036 0.455
C -0.966919 0.471499 3.276775 -0.136 0.022 0.106 0.266
C -1.739463 0.062716 4.332802 -0.009 0.150 -0.059 -0.589
C -2.485240 0.988432 5.088553 0.054 -0.026 -0.042 -1.135
C -2.366044 2.312768 4.808134 0.022 -0.012 0.000 -0.752
C -1.578561 2.761861 3.718924 -0.035 0.058 0.001 0.727
C -1.438605 4.154730 3.516052 0.016 -0.018 -0.032 -0.917
C -0.678724 4.633185 2.493677 -0.017 -0.001 0.033 -0.989
C -0.127899 3.726978 1.573882 0.054 0.044 -0.011 -0.753
C -0.274405 2.364464 1.684808 0.065 -0.062 -0.002 0.462
P 0.179884 1.459317 0.120039 0.080 -0.079 0.128 1.464
C 1.826292 2.210611 -0.149843 -0.062 0.028 -0.066 0.741
C 2.769086 2.055440 0.865502 -0.004 -0.034 0.019 -0.668
C 4.035661 2.595293 0.734967 0.017 0.008 -0.002 -0.588
C 4.381340 3.290744 -0.416681 0.007 -0.008 0.001 -0.661
C 3.452258 3.440947 -1.432320 -0.008 -0.009 0.007 -0.649
C 2.177244 2.904569 -1.300305 0.021 0.022 0.017 0.019
C -0.949406 2.280587 -1.069757 -0.044 -0.075 0.004 0.297
C -2.058413 3.036641 -0.695788 -0.015 0.024 0.006 -0.349
C -2.957186 3.492948 -1.650912 0.004 0.008 -0.021 -0.843
C -2.760327 3.205798 -2.992623 -0.002 0.007 0.002 -0.672
C -1.673370 2.431384 -3.372388 0.004 0.002 -0.019 -0.869
C -0.789896 1.954162 -2.417979 0.013 -0.005 -0.007 -0.047
C -0.922142 1.837677 2.852127 -0.067 -0.041 0.007 -0.002
H -1.741720 -0.978635 4.620997 0.014 -0.035 -0.001 0.427
H -3.093485 0.642153 5.912661 -0.010 -0.007 0.009 0.417
H -2.864981 3.056097 5.416896 -0.013 0.014 0.008 0.378
H -1.934677 4.826806 4.204698 -0.011 0.012 0.016 0.411
H -0.539555 5.696102 2.350785 0.007 0.012 0.001 0.430
H 0.386995 4.127001 0.708145 -0.006 -0.001 0.017 0.447
H 2.511805 1.509315 1.766321 -0.008 -0.010 -0.002 0.235
H 4.757868 2.464325 1.530024 0.010 -0.001 0.009 0.455
H 5.373826 3.708844 -0.521014 0.012 0.005 -0.001 0.369
H 3.713296 3.978204 -2.334550 0.004 0.006 -0.011 0.456
H 1.462492 3.041801 -2.098310 -0.026 -0.008 -0.035 0.366
H -2.244641 3.268735 0.344616 -0.005 -0.009 -0.012 0.221
H -3.812951 4.077380 -1.337984 -0.018 0.005 0.003 0.449
H -3.456888 3.571443 -3.735729 -0.011 0.004 -0.012 0.407
H -1.518818 2.176780 -4.413110 0.003 0.004 -0.015 0.448
H 0.021612 1.302990 -2.723366 0.060 -0.021 -0.008 -0.159
I -4.934573 1.117120 2.009266 -0.022 0.011 -0.001 0.074
C -4.102795 0.304802 0.286792 0.003 -0.006 -0.024 -0.997
C -4.827957 0.170590 -0.886234 -0.009 0.030 0.016 -0.280
C -4.176938 -0.336254 -1.995973 0.015 -0.008 -0.012 -1.041
C -2.837274 -0.680884 -1.898016 0.059 0.111 -0.071 -0.592
N -2.146819 -0.543846 -0.770660 -0.047 -0.068 0.149 0.878
C -2.774222 -0.071587 0.302565 -0.031 -0.012 0.042 0.179
H -5.867459 0.465560 -0.934420 -0.006 -0.005 0.004 0.452
H -4.694494 -0.452783 -2.937535 -0.005 -0.008 -0.012 0.486
H -2.282852 -1.060572 -2.746250 -0.007 -0.023 -0.019 0.396
H -2.193919 0.014545 1.211365 0.006 -0.016 0.003 0.399
F 5.862837 -1.952718 0.141991 0.000 -0.026 0.005 -0.216
C 4.852317 -1.098107 0.239522 -0.018 0.051 0.024 0.382
F 4.852748 -0.565310 1.457945 -0.048 0.027 0.016 -0.220
F 5.007093 -0.132487 -0.660092 0.014 -0.036 -0.001 -0.183
S 3.264892 -1.959386 -0.122867 0.143 -0.171 0.307 1.314
O 2.260128 -0.909229 -0.051633 -0.071 -0.093 -0.195 -0.834
O 3.461771 -2.654015 -1.356261 0.013 0.083 -0.021 -0.725
N 3.184337 -2.902635 1.172669 -0.018 -0.007 -0.228 -0.675
S 2.002934 -3.933827 1.092790 -0.200 0.248 -0.056 0.857
O 0.989984 -3.474122 0.151395 0.105 -0.209 0.212 -0.850
O 1.555831 -4.347842 2.386603 0.159 -0.042 0.031 -0.693
C 2.690997 -5.484603 0.287232 -0.003 0.018 -0.003 0.541
F 2.180580 -5.636209 -0.930239 0.003 0.010 -0.009 -0.208
F 2.356681 -6.548118 1.019315 -0.022 0.010 -0.017 -0.233
F 4.012451 -5.425759 0.200604 0.001 0.003 0.020 -0.219
C 2.651262 -1.849013 -5.481992 0.047 -0.004 -0.040 -0.793
O 1.623129 -2.255826 -4.579905 0.012 -0.023 0.015 -0.314
C 1.364013 -1.484539 -3.524478 0.109 0.076 -0.043 0.437
S 2.150769 -0.065482 -3.227437 -0.100 -0.001 0.063 -0.236
S 0.084480 -2.210436 -2.611333 -0.145 -0.023 0.197 -0.812
H 2.654312 -2.605004 -6.262365 0.014 0.008 -0.002 0.253
H 3.611519 -1.816071 -4.967867 -0.021 0.005 -0.011 0.333
H 2.433531 -0.862824 -5.891787 0.004 -0.027 0.002 0.348
C -2.309691 -4.559957 1.942297 -0.015 0.013 -0.012 -1.520
C -1.756555 -3.972077 0.674229 -0.033 -0.081 -0.063 0.434
N -1.443837 -4.835361 -0.305920 -0.011 -0.006 -0.012 -0.181
O -1.605987 -2.756411 0.551779 0.179 0.060 -0.012 -0.480
H -2.995598 -5.382318 1.743644 0.001 -0.018 -0.002 0.433
H -2.814425 -3.780206 2.505335 -0.008 -0.005 0.004 0.275
H -1.473546 -4.937979 2.534346 0.027 0.023 0.012 0.326
H -1.434062 -5.823000 -0.119367 -0.019 0.010 -0.010 0.226
H -0.870051 -4.497289 -1.066288 0.016 0.000 -0.019 0.175
```
Forces are in eV/Å.

Properties
**Electronic energy**: -6798.12205 Eh
**Multiplicity**: 1
**Frontier orbital gap**: 7.479 eV
**LUMO level**: -0.0110 hartree
**HOMO**: -0.28587 Ha
**Energy relative to the best compared isomer or geometry (same formula, charge and spin)**: 6.5 kcal/mol

3.
DFT (wB97M-V/def2-TZVPD) results for a structure of composition C33H28FN4O3PdS.

```
71
Properties=species:S:1:pos:R:3:forces:R:3:mulliken_charge:R:1
Pd 0.340269 -1.760184 -0.145291 0.198 0.527 0.637 -0.660
O 2.709590 -4.913619 -0.837554 0.049 0.076 0.172 -0.691
C 2.084952 -4.008485 -0.325098 -0.010 0.080 -0.012 0.093
N 1.170156 -3.262543 -0.981527 -0.161 -0.724 0.168 0.320
C 0.956760 -3.494756 -2.391858 -0.080 0.175 -0.095 -0.914
C -0.032401 -2.490961 -2.901217 -0.075 -0.095 0.161 0.164
C -0.457418 -2.479082 -4.222350 0.075 -0.084 0.148 -0.960
C -1.373123 -1.534146 -4.633991 -0.051 0.072 0.034 -0.373
C -1.840158 -0.604829 -3.713996 -0.038 -0.040 -0.034 -1.209
C -1.382939 -0.660334 -2.417720 0.109 0.106 0.022 -0.171
N -0.503930 -1.587450 -2.013115 0.332 0.066 -0.395 0.755
C 2.220776 -3.560642 1.101055 -0.197 -0.084 -0.026 0.705
C 3.212894 -4.012828 1.946835 -0.200 -0.022 -0.078 -0.685
C 3.253949 -3.503661 3.233959 -0.022 0.057 0.037 -0.569
C 2.301268 -2.574027 3.629566 -0.020 -0.061 0.037 -0.888
C 1.332851 -2.172157 2.729222 -0.023 -0.020 0.040 -0.274
N 1.300028 -2.664332 1.491969 0.284 0.750 -0.058 0.651
H 0.611567 -4.520339 -2.561502 -0.075 0.077 -0.048 0.467
H 1.903480 -3.392067 -2.936275 -0.041 0.012 0.023 0.464
H -0.061815 -3.217278 -4.905575 0.003 -0.011 -0.011 0.559
H -1.717991 -1.515744 -5.658495 0.003 0.007 -0.019 0.440
H -2.544487 0.164292 -3.993797 -0.012 0.010 -0.003 0.514
H -1.682785 0.070790 -1.682157 0.085 -0.018 -0.013 0.332
H 3.925583 -4.732565 1.570113 0.007 -0.002 -0.010 0.561
H 4.023115 -3.821354 3.923965 0.019 0.007 0.000 0.449
H 2.306666 -2.155390 4.625511 -0.008 -0.013 0.005 0.460
H 0.564901 -1.456147 2.990119 0.032 0.040 -0.021 0.476
O -0.454509 0.176276 0.177689 -0.067 0.018 0.282 0.399
S 0.059250 1.300146 1.103708 -0.008 -0.229 0.122 0.155
C 1.320496 2.310027 0.292266 0.031 0.029 -0.072 -1.301
C 1.024357 2.766538 -1.104644 -0.001 0.042 0.007 0.022
C 1.009852 4.128936 -1.389673 -0.065 -0.004 0.034 -0.429
C 0.768246 4.577195 -2.678740 -0.006 -0.002 -0.024 -0.789
C 0.531486 3.665447 -3.696465 0.009 0.012 0.001 -0.547
C 0.562098 2.305866 -3.422415 -0.012 -0.029 -0.017 -0.742
C 0.818367 1.854939 -2.136887 0.064 -0.060 0.040 0.233
C -1.341848 2.430637 0.990324 -0.103 0.021 0.105 -0.913
C -1.135419 3.662502 1.825072 0.124 -0.013 -0.070 0.067
C -0.937063 3.563447 3.199073 -0.008 0.013 0.009 -0.134
C -0.703634 4.701907 3.953404 -0.001 0.005 0.010 -0.775
C -0.669510 5.946513 3.340606 0.009 0.019 0.010 -0.417
C -0.876384 6.051472 1.973438 -0.010 -0.002 0.006 -0.732
C -1.104673 4.912153 1.216424 -0.029 0.007 0.032 -0.272
H 2.232519 1.721745 0.360229 -0.040 -0.074 -0.006 0.459
H 1.386296 3.157310 0.982744 0.067 -0.010 -0.017 0.617
H 1.203014 4.843324 -0.598700 -0.006 0.004 0.013 0.501
H 0.773213 5.637571 -2.889163 -0.004 0.031 -0.009 0.414
H 0.346746 4.013441 -4.703197 -0.013 0.008 -0.027 0.408
H 0.404318 1.590292 -4.219325 0.017 -0.009 -0.021 0.453
H 0.901431 0.796636 -1.928855 0.028 0.027 0.000 0.667
H -2.186753 1.831838 1.333779 -0.008 -0.016 -0.029 0.713
H -1.464653 2.665875 -0.068020 -0.025 -0.033 -0.003 0.411
H -0.966140 2.595048 3.684292 -0.011 -0.028 0.003 0.426
H -0.551218 4.617928 5.020426 0.004 0.003 0.022 0.401
H -0.485176 6.834293 3.929643 -0.005 0.013 0.011 0.401
H -0.860470 7.020784 1.494551 -0.003 0.024 -0.006 0.407
H -1.266405 4.993623 0.148904 0.001 -0.006 -0.012 0.483
O 4.511135 -1.201279 0.301998 0.093 -0.016 0.118 -0.618
C 3.380832 -0.916913 0.101344 0.344 -0.201 -0.170 0.602
N 2.243477 -0.619541 -0.099611 -0.687 0.118 -0.491 -0.441
F -4.942085 -3.975667 2.014797 0.056 0.025 -0.020 -0.327
C -3.784707 -3.494829 1.540434 -0.059 -0.007 -0.004 0.232
C -3.799864 -2.333622 0.795254 0.022 0.061 0.003 -0.901
C -2.601503 -1.833040 0.301082 0.194 -0.070 0.277 -0.004
C -1.413912 -2.499514 0.577756 0.000 -0.703 -0.521 1.277
C -1.415083 -3.686332 1.309391 -0.199 0.235 -0.249 -0.258
C -2.617002 -4.178223 1.805189 0.101 -0.047 0.045 -0.856
H -4.736994 -1.828879 0.604374 -0.005 0.004 0.011 0.496
H -2.622158 -0.904246 -0.244860 0.018 -0.050 -0.008 0.304
H -0.515566 -4.250464 1.497636 0.027 0.006 -0.042 0.412
H -2.646166 -5.091322 2.383934 -0.014 -0.005 -0.005 0.479
```
Forces are in eV/Å.

Properties
**Electronic energy**: -2344.76227 Eh
**Multiplicity**: 1
**Net charge**: +1
**Frontier orbital gap**: 7.473 eV
**LUMO level**: -0.1473 hartree
**HOMO**: -0.42193 Ha
**Energy relative to the best compared isomer or geometry (same formula, charge and spin)**: 11.4 kcal/mol